# 1
C8H5Cl2LaNO3Sm | ωB97M-V/def2-TZVPD

Each line ends with the Mulliken spin population.
CARTESIAN COORDINATES (ANGSTROEM)
Sm 2.26291 0.86650 -2.04528  5.087
La -0.98780 -2.41841 0.08983  0.000
Cl 1.20479 -3.07074 1.12525  0.000
Cl 0.49102 1.60377 -3.62340  -0.086
O 4.01510 -2.26731 -1.91276  0.004
O -1.56344 -2.30217 3.85665  0.000
O 0.36475 -2.06671 -1.91619  0.001
N -0.48129 -0.24458 0.45756  -0.001
C 3.48213 -1.24339 -2.01954  -0.015
C -1.14132 0.36738 -0.57585  0.003
C -1.08758 2.44487 0.61601  0.000
C -1.60995 -2.31660 2.70821  0.000
C -0.03780 0.49383 1.52517  0.000
C -1.40420 1.72272 -0.52572  -0.003
C -0.37626 1.82211 1.64490  0.000
C 1.07680 -1.08893 -2.06689  0.008
H -1.85443 2.19066 -1.40118  0.000
H 0.54252 -0.07975 2.24725  0.000
H -0.09226 2.36441 2.54724  0.000
H -1.39804 3.48835 0.71288  0.000
H -1.40566 -0.26602 -1.44413  0.001

Summary:
HOMO level (alpha / beta) = -24.301 / -24.300 eV
total energy = -59771.117 eV
E_LUMO (alpha / beta) = -18.104 / -17.843 eV
total charge = +4
energy relative to the best compared isomer or geometry (same formula, charge and spin) = 84.62 kcal per mole
frontier orbital gap (alpha / beta) = 6.20 / 6.46 eV
multiplicity = 6

# 2
C8H5ClN4 | ωB97M-V/def2-TZVPD

Each line ends with the Mulliken charge.
CARTESIAN COORDINATES (ANGSTROEM)
Cl 2.03378 -1.54226 2.28938  -0.125
N 0.53640 0.38907 1.02704  0.098
N -0.98883 0.18871 -0.43832  0.496
N 0.05942 -1.72059 -0.20671  -0.597
N -0.65752 1.52354 -0.38964  -0.961
C 1.63242 0.12447 1.88882  0.375
C 0.17392 1.63433 0.58652  0.717
C -0.04954 -0.49977 0.19471  0.274
C 1.95416 2.56894 1.92332  -0.117
C 2.49676 1.16859 2.16897  -0.600
C -0.79390 -1.80316 -1.20904  -0.391
C -1.46030 -0.61637 -1.38842  -0.388
C 0.88324 2.83153 1.20842  -0.679
H 2.58290 3.49474 2.12176  0.258
H -1.02964 -2.70456 -1.66299  0.477
H -2.08686 -0.42970 -2.20282  0.423
H 0.71324 3.82784 0.94158  0.434
H 3.52553 1.08982 2.67263  0.305

Summary:
HOMO level = -8.303 eV
SMILES = Clc1cccc2nn3ccnc3n12
total energy = -26857.118 eV
E_LUMO = 0.084 eV
energy relative to the best compared isomer or geometry (same formula, charge and spin) = 24.66 kcal per mole
frontier orbital gap = 8.39 eV